{"formula": "C33H30BeF10N3OSi", "method": "ωB97M-V/def2-TZVPD", "species": ["Be", "C", "N", "C", "C", "N", "C", "C", "F", "C", "F", "C", "F", "C", "F", "C", "F", "C", "C", "N", "C", "C", "F", "C", "F", "C", "F", "C", "F", "C", "F", "H", "H", "H", "H", "H", "H", "H", "H", "H", "H", "H", "C", "C", "C", "C", "Si", "O", "C", "C", "C", "C", "C", "C", "C", "C", "C", "C", "C", "C", "H", "H", "H", "H", "H", "H", "H", "H", "H", "H", "H", "H", "H", "H", "H", "H", "H", "H", "H"], "positions_angstrom": [[-0.0133, 1.4270, -0.7576], [0.6242, 3.9695, -1.8087], [0.2300, 3.2597, -0.6051], [-1.0872, 3.6283, -0.1510], [-2.0594, 3.0358, -1.1658], [-1.5192, 1.7620, -1.6067], [-2.0718, 1.1729, -2.6681], [-1.9635, -0.2351, -2.8246], [-1.4055, -0.9380, -1.8250], [-2.4233, -0.9341, -3.9185], [-2.2793, -2.2701, -3.9674], [-3.0894, -0.2779, -4.9530], [-3.5562, -0.9453, -6.0325], [-3.2641, 1.0895, -4.8314], [-3.8988, 1.7759, -5.8037], [-2.7844, 1.7826, -3.7342], [-2.9956, 3.1285, -3.7805], [1.2699, 3.2609, 0.3896], [2.3142, 2.2178, -0.0267], [1.7465, 1.3142, -1.0091], [2.4844, 0.2768, -1.3851], [2.0443, -0.5291, -2.4716], [0.9234, -0.1406, -3.1206], [2.6932, -1.6588, -2.9108], [2.2089, -2.3650, -3.9496], [3.8727, -2.0767, -2.2982], [4.4986, -3.2084, -2.6919], [4.3883, -1.2911, -1.2806], [5.5473, -1.6426, -0.6855], [3.7349, -0.1498, -0.8573], [4.3765, 0.5478, 0.1259], [0.6816, 5.0534, -1.6343], [1.5963, 3.6081, -2.1315], [-0.0908, 3.7714, -2.6028], [-1.2498, 3.1670, 0.8220], [-1.2213, 4.7189, -0.0581], [-3.0385, 2.8730, -0.6938], [-2.2016, 3.7580, -1.9750], [1.7142, 4.2583, 0.5285], [0.8181, 2.9438, 1.3254], [3.2010, 2.7026, -0.4552], [2.6284, 1.6827, 0.8732], [-0.1306, -0.8569, 4.4484], [0.1665, 0.1837, 3.3693], [1.5888, 0.7063, 3.5712], [-0.8071, 1.3460, 3.5602], [-0.1192, -0.5503, 1.5931], [-0.1807, 0.6264, 0.5393], [-1.8084, -1.4248, 1.6763], [-2.9619, -0.7617, 1.2761], [-4.2006, -1.3744, 1.3438], [-4.3067, -2.6671, 1.8258], [-3.1667, -3.3488, 2.2143], [-1.9318, -2.7307, 2.1369], [1.0808, -1.9512, 1.1026], [0.9475, -2.4668, -0.1845], [1.7073, -3.5315, -0.6300], [2.6399, -4.1176, 0.2084], [2.7953, -3.6238, 1.4907], [2.0219, -2.5590, 1.9259], [0.0167, -0.4283, 5.4424], [0.5231, -1.7189, 4.3521], [-1.1588, -1.2043, 4.3770], [1.7324, 1.0699, 4.5927], [1.7874, 1.5296, 2.8899], [2.3271, -0.0662, 3.3732], [-0.7813, 1.7198, 4.5853], [-1.8208, 1.0310, 3.3277], [-0.5484, 2.1636, 2.8928], [-2.8733, 0.2461, 0.8961], [-5.0911, -0.8451, 1.0327], [-5.2771, -3.1403, 1.8969], [-3.2459, -4.3654, 2.5782], [-1.0394, -3.2679, 2.4294], [0.2332, -2.0118, -0.8462], [1.5698, -3.9039, -1.6355], [3.2480, -4.9406, -0.1392], [3.5173, -4.0812, 2.1556], [2.1626, -2.2077, 2.9377]], "mulliken_charge": [-1.919, -1.090, 0.584, 0.002, -1.155, 1.524, 0.428, -0.592, -0.055, -0.114, -0.322, 0.519, -0.344, 0.141, -0.331, 0.284, -0.374, -0.396, -1.127, 0.868, -0.477, -0.178, -0.382, 0.345, -0.415, 0.772, -0.432, 0.428, -0.399, 0.643, -0.416, 0.256, 0.314, 0.260, -0.143, 0.401, 0.310, 0.419, 0.453, -0.419, 0.641, 0.495, -1.966, 2.168, -1.458, -1.498, -1.030, 1.019, 0.543, -0.030, -0.823, -0.592, -0.697, -0.347, 1.275, -0.217, -0.631, -0.844, -0.890, -0.665, 0.627, 0.201, 0.352, 0.523, 0.185, 0.178, 0.499, 0.276, 0.070, 0.258, 0.416, 0.369, 0.416, 0.354, 0.521, 0.544, 0.379, 0.389, 0.123], "homo_energy_ev": -4.3955, "total_energy_ha": -2818.140050, "total_charge": -1, "multiplicity": 1, "gap_ev": 6.7882, "largest_force_ev_per_a": 1.12, "e_above_lowest_kcal_mol": 3.5}

---

{"formula": "C33H30BrCl5N5O7Y", "method": "ωB97M-V/def2-TZVPD", "species": ["Y", "O", "C", "C", "C", "C", "C", "C", "C", "O", "N", "N", "C", "C", "Br", "C", "C", "C", "C", "C", "C", "C", "H", "H", "H", "H", "H", "H", "H", "H", "H", "H", "H", "H", "H", "H", "Cl", "C", "C", "Cl", "C", "Cl", "C", "O", "C", "Cl", "C", "Cl", "O", "C", "C", "C", "C", "C", "C", "C", "O", "N", "O", "O", "H", "H", "H", "H", "C", "C", "C", "C", "N", "N", "H", "H", "H", "H", "H", "H", "H", "H", "H", "H", "H", "H"], "positions_angstrom": [[-0.3745, -0.2632, -1.0592], [-2.8282, -0.5092, 3.8393], [-3.4574, -1.5116, 3.1521], [-4.5272, -2.2058, 3.7014], [-5.1125, -3.2447, 2.9986], [-4.6372, -3.5999, 1.7486], [-3.5998, -2.8794, 1.1827], [-3.0045, -1.8360, 1.8714], [-1.9400, -0.9877, 1.1938], [-1.7310, -1.3131, -0.0887], [-0.6604, -1.1145, 1.9367], [0.4473, -0.8911, 1.2717], [1.5870, -1.1176, 1.8337], [2.8477, -0.8942, 1.2052], [2.7786, -0.7935, -0.7358], [4.0574, -0.8349, 1.7953], [4.3105, -0.8498, 3.2275], [5.4866, -1.4425, 3.6987], [5.7618, -1.4947, 5.0515], [4.8774, -0.9378, 5.9625], [3.7236, -0.3199, 5.5070], [3.4405, -0.2754, 4.1558], [-3.2935, -0.3613, 4.6718], [-4.9086, -1.9264, 4.6774], [-5.9420, -3.7778, 3.4359], [-5.0775, -4.4247, 1.2107], [-3.2254, -3.0926, 0.1922], [-2.2518, 0.0814, 1.3138], [-0.6318, -1.5443, 2.8582], [1.6221, -1.5172, 2.8505], [4.9331, -0.7869, 1.1641], [6.1732, -1.8899, 2.9968], [6.6686, -1.9691, 5.3986], [5.0832, -0.9882, 7.0212], [3.0353, 0.1328, 6.2064], [2.5517, 0.2367, 3.8216], [-6.4750, 3.4150, -3.2008], [-5.0340, 2.8382, -2.4712], [-4.5821, 1.5484, -2.7408], [-5.4950, 0.5242, -3.7685], [-3.4036, 1.0868, -2.1762], [-2.7799, -0.4656, -2.5892], [-2.6539, 1.8572, -1.2559], [-1.5909, 1.4336, -0.6695], [-3.1554, 3.1601, -1.0115], [-2.2631, 4.1343, 0.0800], [-4.3025, 3.6527, -1.6089], [-4.8350, 5.2544, -1.2830], [0.3386, -2.3356, -1.7390], [0.3898, -2.8451, -2.8623], [0.2025, -2.1790, -4.1104], [0.1974, -2.9254, -5.2931], [-0.1318, -2.3382, -6.4941], [-0.4628, -0.9684, -6.5492], [-0.3964, -0.2018, -5.4290], [-0.0380, -0.7539, -4.1588], [0.0580, -0.0031, -3.1388], [-0.1889, -3.1265, -7.6840], [0.0564, -4.3139, -7.5896], [-0.4822, -2.5694, -8.7236], [0.5803, -3.9283, -2.9331], [0.4468, -3.9764, -5.2627], [-0.7774, -0.5492, -7.4926], [-0.6386, 0.8514, -5.4575], [2.2207, 2.6777, 2.0677], [2.0048, 3.0424, 0.5995], [3.3406, 3.0129, -0.1462], [1.3647, 4.4268, 0.4837], [1.1219, 1.9784, 0.0751], [0.9804, 1.9120, -1.3509], [2.8419, 3.4159, 2.5654], [2.7113, 1.7110, 2.1257], [1.2642, 2.6206, 2.5820], [4.0762, 3.6013, 0.3945], [3.2481, 3.4435, -1.1416], [3.7141, 1.9942, -0.2273], [2.0579, 5.1935, 0.8142], [0.4674, 4.4870, 1.0938], [1.0936, 4.6446, -0.5466], [0.1844, 2.1537, 0.4522], [1.9060, 1.7538, -1.7536], [0.6365, 2.7981, -1.7433]], "mulliken_charge": [0.174, -0.498, 0.920, -0.828, -0.490, -0.962, -0.298, -0.333, 0.976, -0.549, -0.427, 0.449, -0.456, 0.241, -0.111, -0.913, 0.707, -0.637, -0.567, -0.435, -0.912, -0.086, 0.323, 0.282, 0.386, 0.406, 0.467, -0.219, 0.345, 0.707, 0.445, 0.411, 0.387, 0.386, 0.400, 0.377, -0.207, 0.564, -0.206, -0.204, 1.300, -0.142, -1.227, 0.581, 0.512, -0.222, -0.084, -0.194, -0.442, -0.344, 1.048, -0.506, -0.445, -0.391, -0.574, -0.336, -0.291, 1.009, -0.634, -0.638, 0.285, 0.535, 0.506, 0.478, -1.533, 1.328, -1.876, -1.649, 0.443, -0.565, 0.577, 0.206, 0.356, 0.478, 0.405, 0.304, 0.476, 0.269, 0.354, 0.152, 0.238, 0.233], "homo_energy_ev": -8.0427, "total_energy_ha": -6989.334484, "multiplicity": 1, "gap_ev": 7.5772, "largest_force_ev_per_a": 3.57, "e_above_lowest_kcal_mol": 31.2}

---

{"formula": "C33H30BrN2O6P2Tl", "method": "ωB97M-V/def2-TZVPD", "species": ["Tl", "O", "P", "C", "P", "O", "C", "C", "C", "C", "C", "C", "C", "C", "C", "C", "C", "C", "C", "C", "C", "C", "C", "C", "C", "C", "C", "C", "C", "C", "H", "H", "H", "H", "H", "H", "H", "H", "H", "H", "H", "H", "H", "H", "H", "H", "H", "H", "H", "H", "H", "H", "Br", "C", "C", "N", "C", "C", "C", "C", "O", "O", "H", "H", "H", "N", "C", "C", "O", "O", "H", "H", "H", "H", "H"], "positions_angstrom": [[0.4995, 1.7579, 1.9715], [-0.8767, -0.4741, 0.4073], [-0.3029, -1.5713, -0.4521], [1.5120, -1.5587, -0.5854], [2.3383, 0.0381, -0.9044], [2.0229, 1.0235, 0.1870], [4.0894, -0.3696, -0.9190], [4.9298, -0.0081, -1.9681], [6.2996, -0.2008, -1.8476], [6.8258, -0.7558, -0.6922], [5.9901, -1.1196, 0.3568], [4.6239, -0.9274, 0.2455], [1.8609, 0.6182, -2.5261], [2.0672, -0.1464, -3.6745], [1.6703, 0.3450, -4.9065], [1.0741, 1.5973, -4.9947], [0.8686, 2.3596, -3.8541], [1.2644, 1.8732, -2.6168], [-0.6473, -3.2198, 0.2214], [0.2685, -4.2682, 0.1956], [-0.0845, -5.5161, 0.6930], [-1.3501, -5.7251, 1.2161], [-2.2733, -4.6873, 1.2370], [-1.9239, -3.4446, 0.7368], [-1.0095, -1.6069, -2.0981], [-0.6628, -2.6292, -2.9822], [-1.2616, -2.6941, -4.2277], [-2.2138, -1.7469, -4.5881], [-2.5681, -0.7374, -3.7060], [-1.9683, -0.6662, -2.4562], [1.8136, -2.2843, -1.3432], [1.8892, -1.8774, 0.3900], [4.5288, 0.4304, -2.8712], [6.9558, 0.0939, -2.6552], [7.8932, -0.9092, -0.6061], [6.4035, -1.5513, 1.2582], [3.9783, -1.2010, 1.0717], [2.5484, -1.1163, -3.6112], [1.8338, -0.2413, -5.8007], [0.7793, 1.9842, -5.9611], [0.4062, 3.3345, -3.9296], [1.1262, 2.4607, -1.7190], [1.2648, -4.1286, -0.2021], [0.6318, -6.3264, 0.6701], [-1.6197, -6.6992, 1.6013], [-3.2666, -4.8597, 1.6306], [-2.6507, -2.6462, 0.7064], [0.0521, -3.3904, -2.6896], [-0.9992, -3.4876, -4.9144], [-2.6867, -1.8034, -5.5595], [-3.3145, -0.0084, -3.9918], [-2.2394, 0.1144, -1.7562], [-2.1078, 6.3783, 6.8308], [-2.5497, 6.2048, 5.0268], [-3.0510, 7.2956, 4.3236], [-3.3246, 7.0846, 3.0593], [-3.2122, 6.0179, 2.3267], [-2.7140, 4.9036, 2.9996], [-2.3880, 5.0000, 4.3386], [-2.5757, 3.6065, 2.1438], [-2.7791, 3.7386, 0.9554], [-2.2475, 2.5784, 2.8120], [-3.2161, 8.2755, 4.7562], [-3.4889, 5.9934, 1.2761], [-2.0058, 4.1349, 4.8619], [-2.6247, -0.1290, 2.7428], [-2.4940, -0.2382, 4.2079], [-0.9593, -0.5264, 4.4771], [-0.7708, -0.7787, 5.6988], [-0.2399, -0.4233, 3.5144], [-3.3872, -0.6902, 2.3718], [-1.7249, -0.4259, 2.2884], [-2.7121, 0.8895, 2.4785], [-3.1098, -1.0266, 4.6300], [-2.7073, 0.7101, 4.6940]], "mulliken_charge": [1.032, -0.589, 0.784, -1.309, 1.308, -0.764, 0.754, -0.291, -0.755, -0.494, -0.746, -0.650, 0.188, 0.094, -0.871, -0.552, -0.640, -0.556, 0.508, -0.151, -0.800, -0.525, -0.838, -0.526, 0.675, -0.567, -0.786, -0.522, -0.721, -0.359, 0.522, 0.632, 0.389, 0.421, 0.405, 0.411, 0.255, 0.477, 0.460, 0.449, 0.442, 0.422, 0.401, 0.429, 0.415, 0.437, 0.515, 0.374, 0.455, 0.439, 0.449, 0.450, -0.065, -0.122, -0.226, -0.024, -0.345, 0.353, 0.027, 0.176, -0.649, -0.834, 0.442, 0.537, 0.549, 0.320, -0.517, 0.626, -0.269, -0.386, 0.459, -0.122, 0.325, 0.455, 0.307], "homo_energy_ev": [-13.4806, -13.4806], "total_energy_ha": -5265.180547, "total_charge": 2, "multiplicity": 1, "gap_ev": [4.2506, 4.3784], "largest_force_ev_per_a": 1.52, "e_above_lowest_kcal_mol": 89.2}